{
  "formula": "C42H59F27O21",
  "method": "wB97M-V/def2-TZVPD",
  "symbols": ["C", "O", "C", "C", "O", "C", "C", "O", "C", "H", "H", "H", "H", "H", "H", "H", "H", "H", "H", "H", "H", "H", "H", "C", "C", "O", "C", "O", "C", "F", "F", "F", "H", "H", "H", "H", "H", "C", "C", "O", "C", "O", "C", "F", "F", "F", "H", "H", "H", "H", "H", "C", "C", "O", "C", "O", "C", "F", "F", "F", "H", "H", "H", "H", "H", "C", "C", "O", "C", "O", "C", "F", "F", "F", "H", "H", "H", "H", "H", "C", "C", "O", "C", "O", "C", "F", "F", "F", "H", "H", "H", "H", "H", "C", "C", "O", "C", "O", "C", "F", "F", "F", "H", "H", "H", "H", "H", "C", "C", "O", "C", "O", "C", "F", "F", "F", "H", "H", "H", "H", "H", "C", "C", "O", "C", "O", "C", "F", "F", "F", "H", "H", "H", "H", "H", "C", "C", "O", "C", "O", "C", "F", "F", "F", "H", "H", "H", "H", "H"],
  "xyz": [[-2.881486, -0.195105, 7.020371], [-2.887252, 0.904898, 6.222126], [-1.773161, 1.062446, 5.396975], [-1.722025, 2.275742, 4.465350], [-1.653410, 3.432152, 5.254476], [-1.435952, 4.678381, 4.602818], [-2.757077, 5.219370, 4.035754], [-3.335597, 4.281803, 3.069341], [-4.623976, 4.715089, 2.606857], [-2.599293, -1.112364, 6.503550], [-3.921756, -0.250235, 7.341127], [-2.232127, 0.028977, 7.866675], [-1.598005, 0.174073, 4.790175], [-0.915703, 1.008346, 6.067754], [-2.503111, 2.197766, 3.709105], [-0.765413, 2.129857, 3.963631], [-0.642965, 4.548605, 3.866315], [-1.071463, 5.447596, 5.283668], [-2.642685, 6.260382, 3.733559], [-3.466863, 5.218202, 4.862978], [-5.171820, 3.917623, 2.104855], [-4.493054, 5.487526, 1.849034], [-5.265507, 5.013091, 3.436154], [0.759616, -4.195540, -5.144078], [1.116420, -5.616200, -5.566556], [0.263970, -6.617614, -4.955944], [0.800034, -7.779253, -4.529070], [1.923854, -8.106671, -4.791289], [-0.196610, -8.604945, -3.668905], [-1.345829, -7.982703, -3.329180], [-0.642019, -9.614475, -4.326099], [0.459376, -8.842022, -2.490787], [0.609513, -4.005168, -4.081377], [-0.095705, -3.785655, -5.681211], [1.622776, -3.596136, -5.433487], [2.157694, -5.733208, -5.266280], [1.017038, -5.728455, -6.646199], [1.117983, 5.154538, 1.890827], [1.295778, 6.411406, 2.746224], [1.589447, 7.448701, 1.843925], [1.714169, 8.734460, 2.322859], [1.660393, 9.158867, 3.445972], [1.876195, 9.786332, 1.204593], [2.464614, 10.917966, 1.662370], [2.550705, 9.305476, 0.165241], [0.664442, 10.113175, 0.833557], [0.375430, 5.413421, 1.136038], [0.823059, 4.261475, 2.441786], [2.052739, 4.965526, 1.363005], [2.171331, 6.132597, 3.332555], [0.402311, 6.651666, 3.322488], [-3.481639, 2.322604, -4.160102], [-2.391407, 2.812725, -5.159006], [-1.813065, 1.729151, -5.830800], [-0.957408, 0.824825, -5.243885], [-0.685760, 0.947729, -4.040021], [-0.323705, -0.210890, -6.264397], [-0.219327, -1.385661, -5.616769], [-1.166711, -0.458511, -7.230569], [0.815277, 0.181948, -6.801941], [-4.331508, 1.779897, -4.573970], [-3.936223, 3.141013, -3.601845], [-3.073359, 1.682459, -3.378036], [-1.575736, 3.330870, -4.654697], [-2.868696, 3.503321, -5.854250], [7.860778, 0.278612, -4.460339], [6.454730, 0.582063, -3.949509], [5.758650, -0.606169, -3.777552], [4.522135, -0.739271, -3.136740], [3.912591, 0.214906, -2.644368], [4.032583, -2.206497, -3.135713], [3.850852, -2.618349, -1.905503], [2.937119, -2.333844, -3.841124], [4.970780, -2.995722, -3.736841], [8.279503, -0.532887, -3.865174], [8.568279, 1.084658, -4.265835], [7.655370, -0.082153, -5.468190], [5.917915, 1.326183, -4.537894], [6.511488, 1.053430, -2.968346], [0.463726, -1.181533, -1.813675], [-0.264234, -1.068271, -0.477098], [-0.490802, 0.339330, -0.206874], [-1.632130, 0.990815, -0.514680], [-2.675526, 0.465028, -0.970569], [-1.639209, 2.507676, -0.153490], [-2.279146, 3.128874, -1.093354], [-2.222571, 2.787225, 1.006539], [-0.419470, 2.986635, -0.073038], [0.567067, -2.240783, -2.049058], [1.438934, -0.713706, -1.678732], [-0.155004, -0.720119, -2.583335], [0.424711, -1.541806, 0.222338], [-1.214799, -1.579682, -0.628704], [-3.095668, -4.888307, 4.586118], [-3.126280, -3.496495, 5.149316], [-3.043399, -2.605026, 4.055389], [-4.085711, -1.769112, 3.633598], [-5.120484, -1.545028, 4.254637], [-3.777945, -1.072250, 2.292676], [-2.522709, -1.414068, 1.939537], [-4.630644, -1.464867, 1.393404], [-3.834920, 0.261295, 2.407362], [-3.581269, -5.547063, 5.306075], [-2.105836, -5.188754, 4.242507], [-3.695268, -4.896328, 3.675886], [-2.256888, -3.303160, 5.777709], [-4.009288, -3.283641, 5.751886], [2.899111, 1.792078, 0.895429], [3.216311, 2.382008, -0.450796], [2.778457, 3.742276, -0.587861], [3.074380, 4.443823, -1.731764], [3.930148, 4.057814, -2.499459], [2.250946, 5.696353, -2.035421], [1.155337, 5.795308, -1.243974], [2.993223, 6.793380, -1.819337], [1.914425, 5.667421, -3.308163], [3.560791, 2.150662, 1.683905], [3.020821, 0.724419, 0.712720], [1.886977, 2.021279, 1.228836], [2.743994, 1.739490, -1.193888], [4.280205, 2.234390, -0.636345], [-2.794412, -3.145803, -4.061613], [-2.831509, -4.697195, -3.735627], [-3.525748, -4.969631, -2.547508], [-2.846983, -4.934454, -1.352043], [-1.656157, -4.745351, -1.219281], [-3.786783, -5.319844, -0.182283], [-3.186834, -5.379322, 1.013577], [-4.773053, -4.410849, -0.083163], [-4.272485, -6.517211, -0.487436], [-2.380607, -3.042891, -5.064742], [-2.219921, -2.541011, -3.359980], [-3.756795, -2.634160, -4.050049], [-1.804728, -5.046756, -3.843562], [-3.348354, -5.228590, -4.534739], [4.486615, -3.602342, 5.260589], [4.086546, -3.369085, 3.852509], [2.667127, -3.469753, 3.904011], [1.918908, -2.658261, 3.117733], [2.344114, -1.921845, 2.233966], [0.360467, -2.799205, 3.331147], [0.024003, -1.680077, 4.029803], [-0.146600, -2.835020, 2.082184], [-0.011682, -3.877256, 3.942786], [3.992820, -2.906177, 5.938538], [5.574155, -3.666767, 5.295470], [4.159786, -4.593966, 5.573594], [4.535758, -4.131476, 3.216066], [4.399458, -2.381502, 3.513591]],
  "forces_ev_per_a": [[-0.505, -0.112, 0.801], [-0.981, 2.004, -2.149], [0.947, -0.472, 0.295], [0.440, -1.277, 0.794], [-0.246, 1.058, 0.628], [-0.903, -0.671, -0.853], [-0.436, -1.539, 0.098], [0.088, 1.313, 0.266], [0.595, -0.265, -0.042], [0.167, -0.167, -0.031], [0.110, -0.535, 0.405], [0.230, -0.603, 0.398], [-0.428, -0.310, -0.512], [0.625, 0.663, 0.081], [-0.232, 0.556, 0.241], [0.250, 0.078, -0.430], [-0.193, 0.049, -0.399], [-0.043, -0.346, 0.549], [-0.024, 0.025, -0.776], [-0.012, 0.191, 0.341], [0.497, -0.434, 0.088], [-0.150, 0.430, 0.214], [0.079, 0.406, 0.108], [-0.280, 0.078, -0.527], [0.374, 0.557, 0.372], [-0.524, -0.597, 0.920], [0.577, 1.951, -1.214], [-0.605, -0.743, 0.594], [0.016, 2.606, 1.411], [0.497, 0.972, 0.262], [0.612, -2.784, -0.694], [-0.673, -0.823, -1.169], [0.114, -0.448, 0.068], [-0.097, -0.203, 0.026], [-0.055, 0.131, 0.018], [-0.120, -0.692, -0.085], [0.131, -0.067, 0.047], [-0.317, 0.942, -0.595], [0.157, -2.104, 0.309], [0.486, 3.101, -0.027], [0.239, -0.668, 0.436], [-0.153, -1.219, -0.355], [0.828, -0.439, 0.488], [-0.025, -0.944, -0.338], [0.168, 0.328, -0.126], [-1.302, 0.454, -0.780], [-0.147, -0.499, -0.074], [0.039, 0.211, 0.063], [-0.095, -0.147, 0.058], [-0.081, 0.915, 0.711], [0.245, 0.071, 0.235], [0.358, 0.162, 0.563], [-1.005, -0.095, 2.218], [1.269, -2.675, -2.148], [-0.242, 3.342, 3.332], [-0.284, -1.249, -3.599], [-1.088, -0.104, 1.502], [0.905, 0.489, 0.224], [-1.050, 0.217, -1.448], [0.183, -0.004, 0.544], [0.263, 0.009, -0.649], [0.188, 0.383, -0.187], [0.258, -0.053, -0.163], [-0.209, 0.170, 0.319], [0.381, -0.398, -0.499], [-1.046, -0.645, 0.545], [-0.325, 0.613, 1.925], [1.008, -1.330, -1.378], [0.836, -2.629, -0.689], [-1.678, 2.063, 1.282], [4.449, 4.781, -1.281], [-1.146, -1.556, 1.618], [-2.594, -1.133, -0.622], [-0.323, -0.731, 0.255], [-0.247, -0.331, -0.079], [-0.254, 0.377, -0.862], [1.060, 0.247, -0.307], [-0.093, -0.057, -0.571], [0.195, 0.351, 0.376], [-0.427, 0.278, 0.488], [-0.183, -0.605, -2.091], [-0.838, 1.647, 0.458], [-2.043, -3.540, -0.440], [3.189, 1.703, 1.220], [0.820, -1.377, 0.447], [-1.002, 1.041, -1.348], [-0.504, -0.476, 0.417], [1.247, 0.381, -0.121], [0.224, -0.043, 0.029], [0.101, 0.000, -0.673], [0.441, 0.106, -0.103], [-0.686, 0.710, 0.755], [-0.107, 0.053, 0.818], [-0.595, -0.128, -0.341], [-0.249, 0.170, 0.462], [-1.204, 2.451, -2.018], [-0.948, -0.782, 3.325], [2.416, -0.762, -1.531], [1.682, -0.074, 1.110], [-0.464, 0.404, -0.486], [-0.659, -0.297, -0.942], [-0.061, -0.371, 0.068], [0.464, -0.407, -0.097], [-0.008, -0.157, 0.510], [-0.277, -0.062, 0.075], [0.062, 0.097, -0.038], [-0.167, -0.074, -0.142], [-0.199, 0.599, 0.146], [0.537, -1.118, -0.582], [-0.730, 2.134, -0.905], [1.913, -3.558, 0.525], [-1.193, 1.191, 0.568], [0.020, 0.003, 1.347], [0.376, -0.023, -0.765], [-0.049, 0.003, -0.037], [-0.528, 0.174, -0.280], [0.212, -0.148, -0.002], [-0.040, -0.086, 0.514], [-0.185, -0.237, -0.201], [-0.128, 0.415, -0.388], [0.057, 0.559, -0.218], [-0.285, -0.822, 0.219], [0.586, 2.282, -1.829], [0.327, -0.372, 2.613], [1.829, 0.081, -1.357], [-1.895, -0.094, -0.104], [0.207, 0.772, -0.400], [0.014, -0.032, -0.686], [-0.052, -0.450, 0.001], [-0.540, -0.304, 0.408], [0.129, 0.109, 0.064], [0.500, -0.428, 0.056], [-0.386, -0.533, -0.136], [0.060, -0.270, 0.995], [-0.406, 0.123, 0.197], [0.460, -0.958, 0.606], [0.386, 0.455, 0.066], [-2.006, 0.731, -1.003], [1.492, 0.262, -1.833], [-0.935, -1.427, 2.239], [2.452, 1.390, -1.462], [-0.717, -0.877, -0.577], [-0.459, 0.468, 1.079], [-0.542, -0.785, 1.051], [0.561, 0.253, 0.007], [0.054, 0.575, 0.460], [-0.169, -0.116, -0.044], [-0.401, 0.040, -0.317], [-0.196, -0.056, -0.214]],
  "multiplicity": 2,
  "orbital_gap_ev": [2.150, 7.173],
  "e_above_lowest_kcal_mol": 2.3,
  "e_homo_ev": [-0.21, -5.24],
  "molar_mass_g_mol": 1412.859,
  "charge": -1
}